No. 1
DFT (ωB97M-V/def2-TZVPD) results for a 7-piece molecular cluster, C7H21N7O14 overall.

The geometry in XYZ format:
```
49
Properties=species:S:1:pos:R:3:forces:R:3:nbo_charge:R:1
C -3.986 -3.510 0.115 0.6 0.0 0.1 -0.48
N -3.243 -2.359 0.703 0.1 0.7 0.3 0.54
O -3.777 -1.264 0.647 0.1 -0.4 -0.1 -0.39
O -2.154 -2.561 1.212 -0.3 -0.2 -0.3 -0.38
H -3.408 -4.395 0.356 -0.2 -0.1 0.1 0.23
H -3.990 -3.352 -0.960 -0.2 0.1 0.0 0.25
H -4.970 -3.504 0.569 -0.1 0.0 -0.2 0.23
C -1.174 -0.338 -3.709 -1.0 -0.2 0.0 -0.47
N -2.344 -0.770 -2.862 0.4 -0.3 0.1 0.54
O -2.913 0.082 -2.214 0.1 0.1 0.0 -0.38
O -2.641 -1.950 -2.874 -0.1 0.1 0.0 -0.40
H -0.780 -1.231 -4.174 0.2 0.0 0.0 0.23
H -0.472 0.166 -3.059 0.1 0.1 -0.2 0.25
H -1.640 0.321 -4.439 0.4 0.2 0.0 0.23
C 3.475 -2.189 0.875 1.1 -0.1 0.0 -0.49
N 2.982 -2.210 2.279 -0.1 -0.5 -0.7 0.54
O 3.604 -2.847 3.090 0.4 -0.2 0.4 -0.37
O 1.948 -1.627 2.489 -0.6 0.5 0.2 -0.38
H 3.500 -1.152 0.559 -0.4 -0.1 -0.2 0.23
H 2.873 -2.848 0.259 -0.4 0.3 0.1 0.25
H 4.486 -2.591 0.876 0.0 0.1 0.2 0.22
C 4.489 0.615 -2.822 -0.3 -0.1 0.6 -0.48
N 3.114 1.010 -3.224 0.0 0.6 -0.4 0.54
O 2.859 2.192 -3.250 0.0 0.4 0.1 -0.37
O 2.342 0.139 -3.541 -0.1 -0.6 -0.1 -0.38
H 4.938 0.122 -3.676 0.1 -0.1 0.1 0.23
H 4.349 -0.047 -1.970 0.1 -0.3 -0.2 0.23
H 5.027 1.495 -2.492 0.0 0.1 -0.3 0.23
C -2.412 1.692 2.640 0.2 -0.1 -0.9 -0.49
N -3.278 0.679 3.273 -0.3 -0.1 -0.4 0.54
O -4.432 0.944 3.500 -0.4 0.4 0.3 -0.38
O -2.773 -0.406 3.428 0.2 -0.5 0.4 -0.37
H -2.359 2.633 3.174 0.0 -0.2 0.4 0.23
H -2.813 1.891 1.646 -0.2 0.0 0.1 0.24
H -1.490 1.144 2.515 0.4 0.6 0.2 0.23
C 1.137 4.123 2.103 0.6 0.3 0.7 -0.49
N 0.985 3.550 0.747 -0.4 -0.1 0.2 0.54
O 1.935 3.585 0.008 0.2 0.0 -0.2 -0.34
O -0.114 3.108 0.470 -0.1 0.0 0.0 -0.40
H 2.174 4.422 2.234 -0.1 0.2 -0.2 0.23
H 0.931 3.406 2.896 -0.3 -0.3 -0.4 0.23
H 0.452 4.960 2.194 0.0 0.0 -0.1 0.24
C -0.454 0.082 0.482 -0.1 -0.9 1.9 -0.53
N 0.463 -0.363 -0.578 -1.2 -0.7 0.0 0.55
O 0.159 -1.399 -1.132 -0.1 -0.3 -0.4 -0.40
O 1.463 0.257 -0.807 0.9 0.8 0.1 -0.39
H 0.111 0.729 1.138 -0.2 0.5 -0.3 0.22
H -0.705 -0.809 1.068 0.5 -0.1 -0.1 0.28
H -1.471 0.378 0.240 0.4 0.6 -1.1 0.27
```
Positions in Å, forces in eV/Å.

Summary:
E_HOMO in eV: -10.816
SMILES: C[N+](=O)[O-].C[N+](=O)[O-].C[N+](=O)[O-].C[N+](=O)[O-].C[N+](=O)[O-].C[N+](=O)[O-].C[N+](=O)[O-]
Energy relative to the best compared isomer or geometry (same formula, charge and spin) in eV: 0.695
Gap between HOMO and LUMO in eV: 10.870

---

No. 2
DFT (ωB97M-V/def2-TZVPD) results for C7H21N7W as an isolated structure.

The geometry in XYZ format:
```
36
Properties=species:S:1:pos:R:3:forces:R:3:nbo_charge:R:1
W -0.626 -0.318 -0.882 -0.2 -0.4 0.4 1.98
N -1.710 -2.133 -0.432 -2.3 1.6 2.6 -0.88
C -1.378 -3.445 -0.988 0.5 -1.2 -2.3 -0.25
C -0.729 -3.137 -2.348 0.0 -1.2 -0.3 -0.42
C 0.712 -2.736 -2.225 1.2 -2.6 -1.1 -0.27
N 0.834 -1.310 -1.971 1.0 3.2 0.3 -0.84
H -1.634 -2.239 0.593 -0.3 -0.1 -0.1 0.44
H -2.762 -1.919 -0.519 1.5 -0.5 -0.2 0.48
H -2.273 -4.043 -1.213 0.1 0.2 0.7 0.30
H -0.678 -3.948 -0.324 -0.3 -0.3 0.1 0.25
H -1.258 -2.265 -2.647 -1.0 1.0 -1.2 0.16
H -0.867 -3.874 -3.183 0.0 0.3 1.1 0.33
H 1.230 -2.881 -3.209 -0.2 -0.4 1.0 0.30
H 1.185 -3.366 -1.404 0.0 1.1 -1.1 0.27
H 0.765 -0.720 -2.853 0.5 -1.2 0.3 0.46
H 1.765 -1.042 -1.573 -0.4 -0.5 -0.5 0.46
C 0.953 2.938 3.226 -0.7 -0.2 -0.1 -0.43
N 0.599 1.653 2.588 -0.6 -1.2 -3.0 -0.21
C 0.522 0.480 3.425 0.2 0.2 2.5 -0.42
C 0.421 1.451 1.275 0.7 2.7 3.3 0.64
N 0.140 0.227 0.800 -1.0 -3.0 0.1 -0.83
N 0.478 2.557 0.403 0.3 -0.4 -0.2 -0.58
C -0.116 2.562 -0.831 0.6 1.5 -0.6 0.68
N 0.258 3.539 -1.665 0.3 -1.2 1.8 -0.67
N -1.043 1.598 -1.163 1.2 0.2 -0.6 -0.85
H 0.766 2.727 4.303 0.4 0.9 -0.7 0.29
H 0.253 3.682 2.804 0.5 0.0 0.6 0.25
H 1.999 3.137 2.962 -0.2 0.3 0.5 0.26
H -0.128 0.597 4.332 0.5 0.5 -0.8 0.31
H 1.514 0.222 3.803 0.0 -0.1 -0.1 0.29
H 0.082 -0.325 2.909 -0.3 -1.0 0.2 0.16
H 0.103 -0.586 1.537 0.5 2.3 -1.6 0.45
H 1.099 3.380 0.587 -0.7 -1.1 0.3 0.49
H 1.064 4.153 -1.447 -0.8 -0.3 -0.2 0.47
H -0.125 3.625 -2.583 -0.4 0.3 -0.7 0.46
H -1.417 1.758 -2.087 -0.6 0.6 -0.4 0.44
```
Positions in Å, forces in eV/Å.

Summary:
Total charge: +4
E_HOMO (spin up / spin down) in eV: -23.755 / -24.192
Multiplicity: 3
Gap between HOMO and LUMO (spin up / spin down) in eV: 6.563 / 7.723

---

No. 3
DFT (ωB97M-V/def2-TZVPD) results for C7H22ClI2N2P2RhS as an isolated structure.

The geometry in XYZ format:
```
38
Properties=species:S:1:pos:R:3:forces:R:3:nbo_charge:R:1
I 1.276 -1.213 -0.690 -0.9 0.2 -2.1 -0.03
I 1.338 -0.486 2.104 -1.0 0.9 0.4 -0.01
Rh -1.128 0.304 -2.177 1.5 -1.2 0.1 0.41
P 0.310 1.930 -1.807 1.4 2.4 0.0 1.12
C 1.899 2.159 -0.989 0.4 -0.2 0.3 -0.96
C 0.722 1.847 -3.581 0.1 0.1 0.2 -0.97
H 0.898 2.880 -3.890 0.0 -0.1 -0.4 0.28
H -0.130 4.253 -2.100 -0.1 0.0 0.2 0.27
H -0.133 1.404 -4.120 0.5 0.4 -0.3 0.25
H -1.620 3.346 -1.626 0.4 0.3 0.1 0.27
H 2.564 1.298 -1.115 -0.2 0.3 -0.1 0.27
H 1.620 1.230 -3.710 -0.2 0.2 -0.1 0.27
C -0.546 3.479 -1.444 -0.3 0.1 0.0 -0.96
H 2.363 3.052 -1.437 -0.2 -0.2 0.1 0.27
H -0.364 3.726 -0.388 -0.1 0.0 -0.3 0.27
H 1.747 2.326 0.081 0.0 0.0 -0.1 0.26
P -2.187 -1.189 -0.952 -1.8 -1.7 1.1 1.12
C -1.786 -2.449 0.272 0.3 -0.2 0.3 -0.96
C -3.753 -0.527 -0.343 -0.1 0.2 -0.1 -0.96
H -2.400 -1.426 -3.344 -0.3 -0.6 0.0 0.25
H -3.458 -2.558 -2.401 0.0 -0.1 -0.4 0.28
H -1.691 -2.903 -2.580 -0.3 0.2 -0.1 0.27
C -2.460 -2.125 -2.493 0.0 0.0 0.2 -0.97
H -3.947 0.438 -0.828 -0.2 -0.4 0.3 0.27
H -4.539 -1.252 -0.586 0.0 0.2 0.2 0.27
H -2.615 -3.174 0.267 0.2 0.2 0.0 0.27
H -1.710 -1.992 1.264 0.0 -0.1 -0.1 0.26
H -3.665 -0.400 0.746 -0.1 0.0 -0.3 0.27
H -0.844 -2.964 0.054 -0.4 0.1 0.0 0.27
Cl -2.858 1.475 -2.966 0.4 -0.3 0.3 -0.25
N 2.473 -0.577 5.114 -0.3 0.0 -0.9 -0.76
C 3.394 -1.437 4.674 0.3 0.1 1.3 0.32
N 4.277 -1.889 5.588 -0.2 -0.1 -1.0 -0.75
S 3.473 -1.956 3.034 0.9 -0.5 0.6 0.06
H 2.445 -0.283 6.082 -0.1 0.0 -0.3 0.42
H 1.794 -0.220 4.421 0.6 -0.2 1.3 0.41
H 5.003 -2.547 5.308 -0.4 0.4 0.2 0.44
H 4.235 -1.584 6.554 0.1 -0.2 -0.3 0.42
```
Positions in Å, forces in eV/Å.

Summary:
Total charge: +2
E_HOMO (spin up / spin down) in eV: -13.799 / -14.824
Multiplicity: 5
Energy relative to the best compared isomer or geometry (same formula, charge and spin) in eV: 3.585
Gap between HOMO and LUMO (spin up / spin down) in eV: 4.985 / 5.292

---

No. 4
DFT (ωB97M-V/def2-TZVPD) results for C7H22N2O4P2Sr as an isolated structure.

The geometry in XYZ format:
```
38
Properties=species:S:1:pos:R:3:forces:R:3:mulliken_charge:R:1
C 0.205 -1.732 2.825 0.0 0.1 0.1 -1.19
C 0.939 -1.682 1.499 0.1 -0.1 -0.2 -0.51
O 0.803 -0.413 0.852 0.0 0.2 0.2 -0.45
P -0.366 -0.275 -0.457 -0.2 0.2 0.1 1.24
C -0.290 1.576 -0.129 -0.1 0.0 0.1 -1.50
C 0.880 2.134 0.656 -0.2 -1.2 0.0 -1.34
N 0.773 2.198 2.118 0.7 0.0 -0.6 -0.73
C 0.735 -1.123 -1.718 -0.1 0.0 -0.2 -1.18
N 2.147 -1.051 -1.606 0.1 -0.1 0.2 -0.19
C 2.780 0.235 -1.795 0.0 0.1 -0.1 -0.83
C -1.785 0.013 -1.688 0.1 -0.1 -0.3 -0.77
P -3.507 -0.251 -1.248 -0.1 0.0 0.3 0.82
O -4.410 0.257 -2.267 0.0 -0.1 0.2 -0.61
O -3.599 -1.817 -0.949 0.2 -0.1 0.0 -0.51
O -3.731 0.422 0.206 0.1 0.3 0.0 -0.56
H 0.598 -2.524 3.463 0.0 0.0 -0.1 0.41
H -0.864 -1.909 2.705 0.0 0.1 0.0 0.28
H 0.339 -0.789 3.365 0.0 -0.1 0.0 0.23
H 2.008 -1.867 1.636 -0.1 0.0 0.0 0.43
H 0.565 -2.474 0.835 0.1 0.0 0.1 0.35
H -1.214 -1.091 0.317 0.1 -0.2 0.1 -0.30
H -1.212 1.827 0.411 0.0 0.0 -0.1 0.60
H -0.371 2.081 -1.092 0.1 0.0 0.0 0.61
H 1.826 1.667 0.351 0.1 -0.1 -0.2 1.18
H 0.987 3.190 0.396 -3.9 -3.5 -2.7 0.40
H 0.046 1.523 2.351 -0.3 0.4 0.4 0.18
H 1.595 1.762 2.533 -0.1 -0.2 0.0 0.34
H 0.402 -0.773 -2.696 0.1 0.0 0.0 0.56
H 0.415 -2.169 -1.649 -0.1 0.0 -0.1 0.41
H 2.507 -1.553 -0.812 0.0 -0.1 0.0 0.32
H 3.298 0.305 -2.754 0.0 0.0 0.0 0.36
H 2.030 1.044 -1.785 0.1 0.0 0.0 0.07
H 3.521 0.426 -1.011 0.0 0.0 0.0 0.30
H -1.753 1.015 -2.123 0.0 -0.1 -0.1 0.41
H -1.678 -0.681 -2.532 0.1 0.1 0.1 0.40
H -3.635 -2.096 -0.025 -0.2 0.1 -0.2 0.38
H -3.016 0.309 0.842 -0.1 -0.2 0.0 0.39
Sr 2.033 4.284 0.978 3.8 4.5 2.9 1.97
```
Positions in Å, forces in eV/Å.

Summary:
Total charge: +2
E_HOMO in eV: -14.178
Gap between HOMO and LUMO in eV: 4.816

---

No. 5
DFT (ωB97M-V/def2-TZVPD) results for a 3-piece molecular cluster, C7H22N2O5P2 overall.

The geometry in XYZ format:
```
38
Properties=species:S:1:pos:R:3:forces:R:3:nbo_charge:R:1
O -0.314 0.245 -0.640 -2.7 5.0 2.6 -1.07
P -1.095 1.526 -0.049 4.0 -4.8 -3.0 2.15
O -0.411 2.918 -0.889 -3.3 -1.1 2.4 -0.92
O -0.776 1.526 1.667 -2.0 1.6 -2.5 -0.95
C -2.932 1.322 -0.527 0.3 -0.4 -0.7 -1.14
P -4.165 2.314 0.542 -1.5 -0.2 -0.9 0.62
H -1.127 3.630 -0.886 1.4 -1.0 -0.1 0.48
H -1.395 2.140 2.163 1.0 -0.8 -0.7 0.50
H -3.230 0.169 -0.450 1.1 2.4 -0.3 0.30
H -3.080 1.689 -1.646 0.7 -0.9 2.2 0.28
H -4.947 2.581 -0.673 0.4 -0.1 0.7 -0.01
H -4.521 1.123 1.269 0.3 0.3 0.0 -0.02
H -3.191 3.302 0.930 0.0 -0.2 0.0 -0.07
H -5.185 3.015 1.283 0.2 0.3 0.3 -0.14
C 2.319 0.244 1.567 -0.4 0.1 -0.2 -0.42
N 2.365 1.609 2.032 0.7 0.5 0.4 -0.62
C 3.431 2.297 2.531 -0.7 0.7 0.0 0.67
C 4.753 1.587 2.630 0.3 0.0 0.1 -0.72
O 3.291 3.466 2.884 0.2 -0.4 -0.1 -0.65
H 1.995 0.253 0.523 0.0 -0.3 0.1 0.23
H 1.579 -0.293 2.166 0.1 -0.2 -0.2 0.20
H 3.285 -0.257 1.645 -0.1 0.2 0.1 0.20
H 1.514 2.157 1.999 0.2 -0.2 0.0 0.41
H 5.501 2.268 3.046 -0.3 -0.1 -0.1 0.24
H 4.666 0.723 3.294 0.1 0.0 -0.2 0.22
H 5.086 1.274 1.637 0.0 -0.2 0.1 0.23
C 0.431 -4.854 -1.835 -0.3 -0.4 0.0 -0.41
N -0.856 -4.407 -2.312 -0.3 0.4 -0.2 -0.62
C -1.224 -3.155 -2.705 -0.7 0.0 -0.3 0.68
C -0.193 -2.062 -2.655 0.0 0.1 -0.1 -0.72
O -2.374 -2.949 -3.086 0.4 -0.1 0.2 -0.65
H 0.782 -5.646 -2.502 0.3 0.0 0.2 0.19
H 0.297 -5.265 -0.831 0.3 0.0 0.0 0.19
H 1.167 -4.050 -1.805 -0.2 -0.1 0.0 0.22
H -1.607 -5.085 -2.375 0.2 0.2 0.0 0.40
H -0.640 -1.124 -2.999 0.0 -0.3 0.2 0.25
H 0.155 -1.921 -1.628 0.1 0.1 -0.2 0.25
H 0.645 -2.306 -3.313 0.1 0.0 0.2 0.22
```
Positions in Å, forces in eV/Å.

Summary:
E_HOMO in eV: -8.961
SMILES: O=P(O)(O)C[PH4].CNC(C)=O.CNC(C)=O
Gap between HOMO and LUMO in eV: 8.573

---

No. 6
DFT (ωB97M-V/def2-TZVPD) results for a 5-piece molecular cluster, C7H23BrN7O4 overall.

The geometry in XYZ format:
```
42
Properties=species:S:1:pos:R:3:forces:R:3:nbo_charge:R:1
Br -0.467 -0.942 1.322 -0.5 0.2 0.1 0.01
C 2.646 -1.426 4.821 -5.7 -0.8 -2.0 0.75
O 1.625 -1.828 5.386 0.5 0.3 0.3 -0.69
N 3.817 -1.387 5.274 5.6 -0.1 3.0 -0.79
N 2.586 -1.007 3.536 -0.8 0.3 -1.0 -0.86
H 4.560 -1.204 4.615 0.2 -0.1 0.8 0.39
H 3.973 -1.755 6.202 0.3 0.1 -0.3 0.42
H 3.422 -0.781 3.017 -0.7 0.1 -0.2 0.39
H 1.650 -1.089 3.164 0.6 0.2 -0.4 0.40
C 0.442 -4.657 -0.374 2.2 -1.7 0.4 0.76
O 1.025 -5.690 -0.746 -1.0 1.5 0.1 -0.66
N -0.816 -4.546 -0.027 -3.3 -1.3 0.0 -0.83
N 1.062 -3.511 -0.071 2.3 1.2 -0.6 -0.85
H -1.348 -5.401 -0.109 -0.4 0.5 0.1 0.41
H -1.226 -3.664 0.244 -0.1 -0.6 -0.1 0.39
H 2.064 -3.568 -0.188 -0.2 0.6 0.2 0.41
H 0.589 -2.757 0.406 0.7 -0.5 -0.1 0.37
C 2.221 2.252 1.405 -0.1 0.2 -0.7 0.76
O 3.010 3.142 1.363 1.5 2.1 0.4 -0.65
N 0.929 2.324 1.672 -1.9 0.8 0.9 -0.84
N 2.502 1.011 1.061 1.7 -3.8 -1.0 -0.85
H 0.552 3.229 1.914 -0.4 -0.6 -0.1 0.42
H 0.457 1.446 1.508 -1.0 1.1 0.5 0.38
H 1.792 0.294 1.098 0.6 0.1 -0.1 0.37
H 3.411 0.762 0.696 -0.3 0.2 0.1 0.40
C -0.756 1.667 -1.991 0.9 -0.1 -0.4 -0.63
C -2.210 1.330 -2.329 0.1 0.0 1.6 -0.09
C -2.676 1.570 -3.756 0.4 0.7 0.4 -0.06
O -2.712 2.925 -4.077 0.3 1.1 -0.3 -0.53
C -3.850 3.577 -3.601 -0.6 0.3 0.7 -0.26
N -2.494 -0.049 -1.995 0.4 -1.1 -0.5 -0.79
H -0.419 1.030 -1.173 -0.4 0.3 0.8 0.18
H -0.522 2.709 -1.770 -0.3 0.0 0.0 0.23
H 0.011 1.327 -2.687 -0.3 0.2 -1.0 0.21
H -2.781 1.788 -1.521 -0.5 1.1 -0.6 0.19
H -3.670 1.164 -3.941 0.2 -0.7 0.0 0.18
H -1.884 1.186 -4.399 -0.3 -0.6 -0.2 0.19
H -4.189 3.188 -2.641 0.1 -0.2 0.2 0.16
H -4.715 3.478 -4.257 0.0 0.0 -0.4 0.17
H -3.650 4.631 -3.407 0.2 0.0 -0.4 0.19
H -1.857 -0.579 -2.572 0.0 -0.8 -0.4 0.33
H -2.104 -0.186 -1.073 -0.3 -0.2 0.4 0.33
```
Positions in Å, forces in eV/Å.

Summary:
E_HOMO (spin up / spin down) in eV: -10.030 / -10.004
Multiplicity: 2
Energy relative to the best compared isomer or geometry (same formula, charge and spin) in eV: 0.000
Gap between HOMO and LUMO (spin up / spin down) in eV: 10.094 / 4.396

---

Number 1: electronic energy -46675.217 eV. Number 2: electronic energy -19809.102 eV. Number 3: electronic energy -71724.245 eV. Number 4: electronic energy -38182.196 eV. Number 5: electronic energy -39409.538 eV. Number 6: electronic energy -96294.238 eV.